The following is a quantum chemistry calculation of a 3-piece molecular cluster, C5H15NO2 overall in a non-equilibrium geometry, from the Open Molecules 2025 dataset.

XYZ file:
```
23
Properties=species:S:1:pos:R:3:forces:R:3
C 1.160 -4.152 -1.005 0.74 -1.39 -0.46
C 0.983 -3.137 -0.189 -1.24 1.26 0.50
C 0.514 -1.763 -0.587 0.60 0.41 -1.06
C 0.914 -0.594 0.315 -0.27 -0.28 -0.10
C 0.387 0.700 -0.295 -0.67 -0.61 0.48
N 0.381 1.884 0.580 0.79 0.57 -0.25
H 1.180 -5.192 -0.696 0.28 0.15 0.66
H 1.386 -4.138 -2.069 -0.55 0.84 -0.02
H 0.875 -3.203 0.893 0.13 -0.88 -0.06
H -0.569 -1.789 -0.693 -0.30 -0.13 0.40
H 0.808 -1.517 -1.614 0.33 -0.13 -0.04
H 0.430 -0.713 1.290 0.21 -0.07 0.12
H 1.997 -0.619 0.444 0.04 0.29 0.12
H 0.851 0.878 -1.261 0.30 0.27 0.00
H -0.666 0.487 -0.522 0.04 0.00 -0.16
H 0.899 2.615 0.100 -0.33 0.17 0.08
H 0.897 1.801 1.457 -0.15 -0.61 -0.26
O -2.302 4.073 -0.963 0.50 -0.51 0.77
H -1.771 3.269 -1.050 -0.07 0.06 -0.56
H -2.291 4.097 0.009 -0.43 0.36 -0.13
O -2.391 2.450 1.859 0.03 -0.07 0.08
H -1.784 1.894 1.347 0.13 0.29 0.07
H -1.887 2.666 2.654 -0.11 -0.02 -0.17
```
Positions in Å, forces in eV/Å.

Computed properties:
LUMO energy   0.64 eV
SMILES string   C=CCCCN.O.O
E_tot   -404.6933 hartree
Net charge   0
Spin multiplicity   1
Energy relative to the best compared isomer or geometry (same formula, charge and spin)   38.7 kcal per mole
Molar mass   121.180 g mol⁻¹


The following is a quantum chemistry calculation of C13H19NO5ReSi as an isolated structure, from the Open Molecules 2025 dataset.

XYZ file:
```
40
Properties=species:S:1:pos:R:3:forces:R:3
Re 0.197 0.434 0.190 0.05 -0.02 0.29
O 1.295 -3.635 0.836 0.04 0.01 -0.02
C 0.964 -2.405 1.008 0.06 0.02 -0.13
O 0.943 -1.570 0.091 0.06 -0.06 -0.05
C 0.649 -2.010 2.422 0.02 0.00 0.07
O 0.037 -0.727 2.431 -0.03 0.08 -0.08
C -1.387 -0.744 2.690 0.23 0.04 0.13
C -2.154 -0.917 1.400 -0.05 0.17 -0.34
O -3.182 -1.479 1.273 -0.08 -0.04 0.05
O -1.547 -0.276 0.333 0.00 -0.05 0.11
H 1.530 -3.839 -0.090 -0.01 -0.01 0.04
H 0.030 -2.772 2.899 -0.01 0.01 0.00
H 1.596 -1.955 2.966 -0.01 0.00 0.03
H -1.648 -1.526 3.399 0.00 -0.01 0.00
H -1.628 0.227 3.125 -0.04 -0.01 0.02
C -3.103 2.035 -0.762 -0.07 -0.18 0.04
Si -1.779 3.256 -0.408 0.17 -0.04 0.00
C -1.468 4.314 -1.879 0.10 0.09 -0.12
C -2.019 4.074 1.231 0.03 0.03 0.10
N -0.135 2.287 -0.158 -0.16 0.19 -0.07
C 1.112 2.912 -0.150 -0.24 -0.04 -0.16
C 1.310 4.285 0.026 0.15 -0.05 0.16
C 2.605 4.765 0.147 0.00 -0.01 0.01
C 3.696 3.904 0.103 0.00 -0.04 -0.01
C 3.516 2.533 -0.099 0.08 0.06 -0.01
C 2.235 2.056 -0.247 -0.21 -0.09 0.17
H -3.925 2.609 -1.199 -0.02 -0.01 0.02
H -3.485 1.549 0.136 -0.03 -0.02 -0.05
H -2.831 1.267 -1.486 -0.01 0.00 -0.02
H -2.412 4.806 -2.127 0.01 0.01 -0.03
H -1.194 3.694 -2.736 -0.02 0.04 -0.03
H -0.714 5.090 -1.761 -0.03 0.00 -0.02
H -3.065 4.382 1.306 0.00 0.00 0.01
H -1.406 4.957 1.402 0.02 0.01 0.00
H -1.830 3.366 2.042 -0.05 0.04 0.04
H 0.473 4.959 0.108 -0.03 0.00 0.01
H 2.765 5.826 0.284 0.01 0.00 0.00
H 4.699 4.298 0.202 -0.01 0.01 0.00
H 4.370 1.877 -0.192 0.00 -0.01 0.00
H 2.138 1.011 -0.603 0.06 -0.12 -0.15
```
Positions in Å, forces in eV/Å.

Computed properties:
LUMO energy (alpha / beta)   -9.20 / -8.74 eV
E_tot   -1304.8943 hartree
Net charge   +2
Spin multiplicity   4
Expectation value of S²   4.231
Molar mass   483.590 g mol⁻¹


The following is a quantum chemistry calculation of a 11-piece molecular cluster, C56H62N2O34 overall in a non-equilibrium geometry, from the Open Molecules 2025 dataset.

XYZ file:
```
154
Properties=species:S:1:pos:R:3:forces:R:3
O 16.381 -0.796 15.691 -0.52 0.21 -1.51
C 15.989 0.131 14.989 0.31 0.93 0.15
C 15.756 1.448 15.506 -0.44 1.03 1.29
C 15.382 2.536 14.801 0.64 0.37 0.68
O 15.191 3.756 15.320 0.11 -1.35 0.21
C 15.305 2.539 13.304 -0.21 -2.28 0.33
O 15.030 3.538 12.681 0.19 0.41 0.17
C 15.540 1.211 12.751 0.21 0.23 -0.57
C 15.837 0.122 13.486 0.40 -0.59 -0.74
O 16.149 -1.034 12.885 -0.32 0.50 0.17
H 15.902 1.539 16.573 -0.10 0.13 0.16
H 15.031 4.240 14.507 -0.25 1.44 -0.40
H 15.570 1.155 11.672 -0.08 -0.23 -0.11
H 16.352 -1.621 13.617 0.24 -0.79 0.28
O 7.238 9.420 7.108 0.43 -0.86 1.93
C 8.029 9.357 8.053 2.44 2.20 -1.56
C 9.227 10.228 8.131 1.17 0.08 0.87
C 10.202 10.174 9.114 -0.02 1.45 -0.84
O 11.200 11.091 9.093 -0.94 -0.26 -0.71
C 10.217 9.185 10.246 -0.39 -1.18 0.36
O 11.109 9.081 11.097 -1.76 0.59 -1.80
C 9.028 8.293 10.117 0.23 -0.14 -0.46
C 8.087 8.387 9.140 -0.85 -1.48 1.73
O 7.060 7.515 9.134 0.49 -0.13 0.18
H 9.403 10.934 7.333 -0.20 0.17 -0.02
H 11.784 11.040 9.853 0.25 -0.66 0.44
H 8.992 7.392 10.712 -0.10 0.15 0.41
H 6.596 7.704 8.315 -0.63 -0.07 -0.48
O 15.148 4.884 9.534 -1.10 -3.03 -0.29
C 14.443 3.855 9.640 0.09 2.76 0.71
C 13.167 3.947 10.356 -0.87 -1.19 -0.26
C 12.458 2.839 10.691 -0.50 0.51 0.56
O 11.328 2.965 11.435 0.35 0.69 -0.30
C 12.886 1.432 10.343 1.30 0.56 -0.72
O 12.367 0.428 10.776 -0.64 0.33 0.23
C 14.047 1.394 9.447 1.32 1.28 -0.89
C 14.782 2.506 9.118 1.56 -0.95 -0.41
O 15.963 2.396 8.418 -2.11 -1.41 0.83
H 12.760 4.934 10.520 0.25 -0.05 0.43
H 10.838 2.149 11.557 0.32 -0.59 -0.19
H 14.425 0.475 9.023 -0.26 -0.35 0.27
H 16.362 3.232 8.165 -0.09 0.91 0.31
O 16.987 6.582 14.067 -2.47 3.12 -1.92
C 16.219 7.337 13.383 1.09 -0.30 0.97
C 15.397 6.923 12.299 0.88 -3.27 0.65
C 14.636 7.631 11.506 -2.07 0.33 -2.54
O 13.896 7.012 10.576 0.44 -0.16 1.60
C 14.543 9.089 11.590 0.31 3.99 0.24
O 14.025 9.912 10.807 0.46 -2.39 0.93
C 15.226 9.655 12.770 0.57 -1.50 0.85
C 15.991 8.863 13.568 1.22 0.08 1.63
O 16.663 9.371 14.649 -0.76 0.60 -1.07
H 15.339 5.868 12.079 0.26 -0.30 0.10
H 13.671 7.617 9.865 -0.33 0.79 -0.91
H 15.026 10.681 13.043 0.17 0.02 -0.18
H 16.996 8.647 15.185 0.03 -0.57 0.02
O 17.248 4.633 7.902 3.06 2.97 -1.50
C 17.957 5.676 8.000 -2.10 -0.79 4.60
C 17.980 6.444 9.283 -0.19 -0.68 -1.59
C 18.588 7.642 9.354 0.76 0.09 0.62
O 18.500 8.280 10.488 -0.57 0.45 1.66
C 19.496 8.299 8.338 -0.66 -0.23 -2.51
O 19.962 9.429 8.446 -0.63 -1.91 0.41
C 19.513 7.455 7.077 -0.08 0.81 1.00
C 18.791 6.331 7.001 -0.23 -1.46 -2.85
O 18.694 5.689 5.805 0.76 0.87 -0.24
H 17.424 6.118 10.150 -0.16 -0.19 -0.12
H 18.893 9.156 10.490 0.32 0.46 -0.37
H 19.909 7.808 6.136 0.41 0.20 0.17
H 18.193 4.875 5.888 -0.35 -0.31 0.36
O 14.852 15.803 13.186 1.86 -3.00 -0.38
C 15.457 14.843 12.658 -0.61 1.19 -1.53
C 15.472 14.662 11.185 -0.42 0.24 0.96
C 15.994 13.635 10.506 0.09 0.14 -2.36
O 15.839 13.663 9.132 0.94 -1.47 0.86
C 16.832 12.487 11.132 0.16 0.18 0.77
O 17.439 11.544 10.617 -1.59 2.17 0.36
C 16.855 12.727 12.600 -0.11 -0.29 0.33
C 16.279 13.736 13.297 -0.42 0.48 0.22
O 16.390 13.851 14.623 0.45 -0.73 0.01
H 14.940 15.403 10.606 -0.12 0.20 0.08
H 15.525 14.506 8.797 -0.15 0.21 0.35
H 17.318 11.931 13.165 0.26 0.03 0.16
H 15.686 14.421 14.939 -0.19 0.51 0.13
O 11.317 13.385 15.257 1.82 -0.95 0.93
C 12.243 13.061 16.024 -0.93 0.70 -1.07
C 12.319 13.280 17.401 1.05 0.30 3.04
C 13.465 13.031 18.146 -1.85 1.24 0.24
O 13.366 13.235 19.473 -0.10 0.15 -0.81
C 14.809 12.577 17.595 -1.17 -1.23 -0.64
O 15.793 12.519 18.311 -0.68 0.29 -0.68
C 14.563 12.029 16.232 1.69 0.59 1.87
C 13.446 12.316 15.580 0.34 -1.47 -1.79
O 13.318 11.700 14.399 -0.26 0.41 -0.31
H 11.481 13.677 17.953 -0.13 0.06 -0.09
H 14.237 13.405 19.840 0.60 -0.31 0.15
H 15.261 11.327 15.798 0.23 0.15 -0.11
H 12.479 12.026 14.064 -0.69 -0.02 -0.69
C 16.236 8.962 5.934 -1.13 -0.03 0.59
N 15.392 9.211 7.105 0.78 -0.04 1.18
C 15.791 10.314 8.053 -1.86 -1.06 -0.74
C 14.411 8.311 7.351 -0.15 1.11 2.21
O 13.685 8.318 8.381 1.14 0.04 -2.61
H 15.613 9.277 5.097 0.65 -0.19 -0.57
H 16.388 7.883 5.963 0.64 0.14 -0.77
H 17.147 9.554 6.015 -0.05 -0.33 -0.15
H 14.792 10.642 8.339 0.35 0.89 0.36
H 16.290 10.023 8.977 0.21 -0.45 -0.30
H 16.381 11.044 7.497 -0.28 0.02 0.18
H 14.360 7.567 6.542 -0.42 -0.10 0.23
C 16.460 5.256 18.202 0.99 0.33 0.12
N 17.169 6.584 18.053 -0.10 -0.95 0.25
C 18.513 6.825 18.579 -0.50 0.26 0.37
C 16.562 7.665 17.531 -2.74 -2.29 -1.15
O 15.486 7.506 16.916 1.56 1.46 0.83
H 16.673 4.470 17.477 0.51 0.58 -0.71
H 15.371 5.299 18.176 0.21 0.74 0.32
H 16.848 4.817 19.121 -0.37 0.23 0.34
H 19.021 5.926 18.929 -0.09 -0.03 -0.49
H 19.052 7.373 17.806 0.50 -0.39 0.16
H 18.433 7.482 19.445 0.15 0.07 0.19
H 17.072 8.622 17.723 -0.08 0.03 -0.25
C 11.062 5.943 8.515 0.63 0.15 -1.36
O 10.710 5.162 7.340 -1.37 -0.37 1.50
C 9.262 5.152 7.132 1.21 0.31 -0.74
C 8.803 4.017 6.165 0.42 -0.64 2.33
O 9.440 2.761 6.503 0.87 -0.53 -1.75
C 9.546 2.298 7.843 -0.52 1.70 0.21
H 10.781 6.985 8.361 0.43 0.31 -0.41
H 12.139 5.787 8.575 -0.05 0.56 0.05
H 10.658 5.775 9.514 -0.64 -1.27 -0.13
H 9.100 6.125 6.668 -0.74 0.15 -0.09
H 8.761 5.132 8.100 -0.12 -0.27 0.00
H 8.903 4.271 5.109 0.97 -0.36 0.10
H 7.729 3.852 6.247 -0.36 0.33 0.46
H 10.137 3.025 8.400 -0.56 0.49 0.50
H 10.132 1.410 8.077 -0.14 -0.53 -1.45
H 8.524 2.149 8.191 0.06 0.06 0.71
C 20.591 5.756 14.759 -0.38 -0.93 -1.50
O 20.995 5.871 13.369 0.37 0.73 0.05
C 20.735 4.721 12.563 0.82 -0.67 0.61
C 20.939 4.839 11.031 -0.35 2.23 1.37
O 22.277 4.915 10.634 0.55 -2.18 0.98
C 22.586 5.772 9.603 -0.43 1.09 -0.29
H 21.094 4.967 15.319 0.93 0.14 -0.09
H 19.576 5.360 14.779 -0.58 0.64 0.04
H 20.695 6.733 15.231 -0.05 -0.20 -0.18
H 19.695 4.474 12.780 -0.14 -0.64 -0.32
H 21.451 3.967 12.887 -0.31 -0.63 0.28
H 20.514 5.834 10.897 -0.57 0.18 -0.86
H 20.384 4.064 10.503 -0.08 -0.04 0.02
H 21.990 5.672 8.695 -0.40 -0.42 -0.14
H 23.621 5.647 9.285 0.03 0.09 0.44
H 22.363 6.761 10.005 0.48 0.66 -0.44
```
Positions in Å, forces in eV/Å.

Computed properties:
LUMO energy   -2.11 eV
SMILES string   O=C1C=C(O)C(=O)C=C1O.O=C1C=C(O)C(=O)C=C1O.O=C1C=C(O)C(=O)C=C1O.O=C1C=C(O)C(=O)C=C1O.O=C1C=C(O)C(=O)C=C1O.O=C1C=C(O)C(=O)C=C1O.O=C1C=C(O)C(=O)C=C1O.CN(C)C=O.CN(C)C=O.COCCOC.COCCOC
E_tot   -4838.3878 hartree
Net charge   0
Spin multiplicity   1
Energy relative to the best compared isomer or geometry (same formula, charge and spin)   0.0 kcal per mole
Molar mass   1307.092 g mol⁻¹


The following is a quantum chemistry calculation of a single C5H6O2 molecule, from the Open Molecules 2025 dataset.

XYZ file:
```
13
Properties=species:S:1:pos:R:3:forces:R:3
O 2.678 -0.682 -0.795 -0.40 0.08 0.25
C 1.549 -0.469 -0.456 0.24 -0.07 -0.09
C 0.819 -0.440 0.909 -0.05 -0.14 0.06
C -0.416 0.043 0.133 0.03 -0.24 -0.06
C -1.550 0.863 0.505 -0.32 -0.29 0.89
O -1.722 -0.514 0.127 0.02 0.05 -0.01
C 0.280 -0.079 -1.214 0.04 0.12 -0.14
H 1.251 0.276 1.624 -0.19 -0.19 -0.23
H 0.698 -1.411 1.395 0.11 0.03 -0.07
H -1.880 0.935 1.548 0.61 0.60 -0.28
H -1.832 1.665 -0.157 -0.52 -0.06 -0.33
H -0.182 -0.946 -1.706 0.29 0.12 -0.11
H 0.307 0.758 -1.913 0.14 -0.02 0.12
```
Positions in Å, forces in eV/Å.

Computed properties:
LUMO energy   0.81 eV
SMILES string   O=C1CC2(CO2)C1
E_tot   -344.5188 hartree
Net charge   0
Spin multiplicity   1
Energy relative to the best compared isomer or geometry (same formula, charge and spin)   52.1 kcal per mole
Molar mass   98.101 g mol⁻¹


- What is the spin multiplicity in the third record?
  1


- What is the E_tot in the first record?
  -404.6933 hartree


- Which of these has the highest net charge?
  C13H19NO5ReSi